{"formula": "C2H3FIN", "method": "the ωB97M-V functional and the def2-TZVPD basis", "elements": ["C", "C", "N", "F", "I", "H", "H", "H"], "positions_angstrom": [[-1.2242, -0.1226, 0.3485], [-0.1282, -0.3233, -0.3954], [0.8941, 0.5503, -0.5677], [0.7954, 1.6509, 0.2437], [3.0568, -0.5130, 0.1293], [-2.0617, -0.7920, 0.2875], [-1.3256, 0.7379, 0.9881], [-0.0065, -1.1884, -1.0339]], "atomic_forces_ev_per_a": [[-0.2, 0.2, 0.2], [-0.3, 0.0, 0.2], [1.5, -0.2, -0.5], [-0.4, -0.1, 0.3], [-0.6, 0.2, -0.2], [-0.1, -0.2, 0.0], [0.1, 0.1, 0.0], [0.1, 0.0, 0.0]], "smiles": "C=CN(F)I", "homo_energy_ev": [-9.259, -9.485], "relative_energy_kcal_mol": 77.8, "lumo_energy_ha": [-0.0712, -0.0715], "total_energy_ha": -530.17857, "gap_ev": [7.3, 7.5]}